This record from OMol25 describes a structure of composition C5H14N3 at a distorted geometry. The level of theory is ωB97M-V/def2-TZVPD.

Output
net charge = +1
2S+1 = 1
energy relative to the best compared isomer or geometry (same formula, charge and spin) = 5.699 eV

Geometry (Å):
C1 2.054 1.414 1.449
C2 1.392 1.262 0.103
C3 1.342 -0.166 -0.501
C4 -0.059 -0.674 -0.616
C5 -0.583 -1.003 -1.871
N1 -1.841 -1.422 -2.021
N2 -0.792 -0.825 0.514
N3 -1.197 0.949 2.217
H1 2.001 2.452 1.824
H2 1.457 0.968 2.260
H3 3.080 1.030 1.449
H4 1.838 1.968 -0.600
H5 1.836 -0.299 -1.464
H6 1.970 -0.742 0.186
H7 0.028 -1.067 -2.768
H8 -2.427 -1.053 -1.272
H9 -2.331 -1.226 -2.891
H10 -1.376 -1.653 0.399
H11 -1.147 0.008 1.244
H12 -1.452 0.401 3.043
H13 0.369 1.642 0.198
H14 -1.850 1.734 2.196

Force components x, y, z for each atom (eV/Å):
C -0.3839 0.1283 1.1979
C -0.6326 1.2138 -0.5935
C 0.3769 0.4756 0.2026
C 0.4843 0.5380 2.9815
C -1.1805 -1.8811 -1.4446
N -0.0152 2.5138 0.5230
N 1.6636 -2.5683 -3.0515
N -0.0718 -0.7722 -0.8431
H 0.5250 -0.1537 -0.7558
H 0.2972 -0.6239 -0.4617
H -0.1443 0.1987 0.1669
H 0.2268 -0.2493 -0.1581
H -0.0389 0.5161 -0.1126
H -0.6218 -0.5814 0.0393
H 0.1615 0.2502 0.2186
H -0.2098 -0.6983 0.1668
H 0.4477 -0.7869 -0.4129
H -0.9334 0.5489 0.3335
H 0.2505 2.2017 2.2146
H -0.1115 0.0704 -0.0744
H 0.0135 -0.1279 0.0374
H -0.1031 -0.2123 -0.1740


This record from OMol25 describes a cluster of 2 separate species, C3H3IO in total at a distorted geometry. The level of theory is ωB97M-V/def2-TZVPD.

Output
2S+1 = 1
energy relative to the best compared isomer or geometry (same formula, charge and spin) = 4.163 eV

Geometry (Å):
C1 0.806 0.924 -1.843
C2 -1.598 -1.465 1.908
C3 1.018 0.448 -0.670
O1 -2.442 -2.081 2.448
I1 0.970 1.292 1.193
H1 0.753 1.920 -2.230
H2 1.040 0.297 -2.759
H3 -0.547 -1.335 1.952

Force components x, y, z for each atom (eV/Å):
C 1.2491 -0.9753 -3.0953
C -2.6574 0.3517 -0.9527
C -0.2156 0.1227 1.2283
O 0.9604 -0.0144 0.2149
I 0.0574 -0.0992 -0.0437
H -0.4955 0.9494 0.6683
H -0.5656 0.0425 1.2491
H 1.6673 -0.3774 0.7310


This record from OMol25 describes a cluster of 5 separate species, C6H22N2O4 in total at a distorted geometry. The level of theory is ωB97M-V/def2-TZVPD.

Output
net charge = -1
<S²> = 0.75
2S+1 = 2
energy relative to the best compared isomer or geometry (same formula, charge and spin) = 2.044 eV

Geometry (Å):
C1 0.633 -0.055 -1.709
C2 0.210 0.667 -0.306
C3 -1.265 0.482 -0.166
C4 -1.811 -0.590 0.362
N1 -3.232 -0.831 0.459
C5 -2.137 1.599 -0.680
C6 -1.368 2.818 -1.375
N2 2.057 -0.612 -1.675
H1 -0.043 -0.773 -1.929
H2 0.555 0.730 -2.483
H3 0.612 0.060 0.589
H4 0.533 1.741 -0.304
H5 -1.292 -1.369 0.741
H6 -3.664 -0.410 -0.452
H7 -3.400 -1.780 0.617
H8 -2.902 1.326 -1.438
H9 -2.792 2.148 -0.013
H10 -1.118 2.664 -2.397
H11 -0.533 3.198 -0.839
H12 -2.065 3.622 -1.204
H13 2.038 -1.488 -1.833
H14 2.496 -0.212 -2.494
H15 0.479 -4.344 0.299
H16 1.598 -3.633 0.817
O1 0.578 -3.448 0.696
H17 -2.217 1.664 1.764
H18 -0.844 2.098 1.615
O2 -1.657 2.368 2.128
H19 3.328 -2.057 1.942
H20 2.945 -1.416 0.515
O3 3.066 -2.229 1.068
H21 4.102 0.962 0.850
H22 2.994 0.027 0.069
O4 3.244 0.537 0.773

Force components x, y, z for each atom (eV/Å):
C 3.1036 3.1894 2.2155
C 0.9093 -2.2397 0.0808
C -0.7674 1.8682 -0.4140
C -2.8969 0.7629 -0.3768
N 0.7107 3.6461 -2.5658
C 0.1890 1.6061 -2.1207
C -1.6711 -0.7684 1.4471
N -1.2499 8.6027 1.0616
H -2.0352 -2.3816 -0.4759
H 0.1632 -0.3814 0.1796
H 0.1682 1.1278 -1.5388
H -0.0509 -1.3613 0.2682
H 2.1134 -2.2142 1.1703
H 0.5168 -1.5096 2.3617
H -0.5655 -1.5260 -0.1794
H 0.4892 -0.5662 -0.0066
H 0.1276 -0.5239 0.9553
H 0.1175 -0.0852 -0.7946
H 0.9559 -0.1669 0.4796
H -0.4302 0.5823 -0.8447
H -0.3749 -8.1538 -1.1649
H 0.4883 0.1412 0.0195
H -1.0773 0.6336 0.0021
H -2.2125 1.7903 0.1635
O 2.9722 -2.2702 -0.2764
H -0.2890 0.1906 0.5141
H -0.8072 0.7533 1.0330
O 1.2304 -0.8386 -0.9747
H 0.4532 1.1091 1.5675
H 0.2689 -1.4030 1.5143
O -0.5630 -0.7237 -2.8278
H -0.0828 -0.6454 -0.9786
H -0.1671 -1.1198 -4.1069
O 0.2632 2.8752 4.6127


This record from OMol25 describes a structure of composition C20H29N11O9PSSc. The level of theory is ωB97M-V/def2-TZVPD.

Output
net charge = +2
2S+1 = 1
energy relative to the best compared isomer or geometry (same formula, charge and spin) = 0.740 eV

Geometry (Å):
Sc1 0.494 0.740 0.622
C1 4.077 3.388 1.480
C2 3.129 2.299 1.117
N1 1.903 2.237 1.495
N2 1.419 3.201 2.333
C3 0.485 2.726 3.114
N3 -0.082 3.561 3.995
S1 -0.087 1.059 3.113
C4 3.583 1.116 0.352
C5 4.877 0.994 -0.128
C6 5.257 -0.180 -0.760
C7 4.331 -1.201 -0.901
C8 3.052 -0.996 -0.420
N4 2.676 0.128 0.199
H1 3.574 4.135 2.084
H2 4.469 3.863 0.579
H3 4.925 2.985 2.038
H4 0.288 4.494 4.085
H5 -0.688 3.205 4.710
H6 5.579 1.804 0.000
H7 6.266 -0.296 -1.134
H8 4.586 -2.136 -1.379
H9 2.290 -1.757 -0.542
O1 -2.340 -0.995 -2.264
N5 -2.256 -1.914 -1.678
C9 -4.243 -0.647 -0.398
N6 -3.312 -1.737 -0.050
C10 -4.006 -3.035 0.071
P1 -2.265 -1.228 1.277
O2 -1.504 -0.095 0.656
N7 -1.438 -2.570 1.682
C11 -0.704 -3.315 0.652
C12 -0.741 -2.584 2.987
N8 -3.191 -0.787 2.518
C13 -3.548 0.617 2.765
C14 -3.888 -1.748 3.382
H10 -4.735 -0.881 -1.343
H11 -3.704 0.295 -0.485
H12 -5.012 -0.553 0.368
H13 -4.356 -3.344 -0.914
H14 -4.873 -2.934 0.726
H15 -3.339 -3.791 0.474
H16 -1.321 -3.530 -0.218
H17 -0.395 -4.268 1.078
H18 0.188 -2.780 0.312
H19 -1.267 -1.978 3.717
H20 0.277 -2.198 2.891
H21 -0.695 -3.612 3.343
H22 -2.972 1.275 2.123
H23 -3.314 0.865 3.800
H24 -4.616 0.765 2.595
H25 -3.616 -2.770 3.128
H26 -4.968 -1.630 3.278
H27 -3.622 -1.562 4.423
O3 1.776 3.200 -6.390
N9 1.787 1.997 -6.267
O4 2.033 1.185 -7.128
C15 1.417 1.463 -4.942
C16 1.406 0.089 -4.747
C17 1.028 -0.405 -3.523
C18 0.692 0.422 -2.415
O5 0.421 -0.067 -1.265
C19 0.751 1.821 -2.689
C20 1.103 2.335 -3.933
N10 0.441 2.790 -1.665
O6 0.612 3.951 -1.868
O7 -0.043 2.398 -0.562
N11 1.038 -1.863 -3.353
O8 1.872 -2.486 -3.959
O9 0.225 -2.354 -2.580
H28 1.686 -0.579 -5.550
H29 1.130 3.401 -4.110

Force components x, y, z for each atom (eV/Å):
Sc -0.0021 0.3791 0.3405
C 0.0041 -0.0034 -0.0042
C -0.0132 0.0236 0.0362
N 0.0623 -0.0909 -0.0222
N -0.0190 0.0486 0.0082
C 0.0375 -0.0108 0.0041
N -0.0057 -0.0119 0.0094
S 0.0290 -0.0637 -0.1695
C 0.0076 -0.0142 0.0032
C 0.0020 0.0075 -0.0044
C -0.0057 -0.0063 0.0016
C 0.0104 0.0022 -0.0023
C -0.0031 0.0006 0.0025
N -0.0097 -0.0620 -0.0171
H -0.0017 0.0039 -0.0029
H 0.0072 -0.0052 0.0008
H -0.0030 -0.0026 0.0026
H -0.0019 0.0009 -0.0039
H -0.0016 0.0033 -0.0059
H -0.0019 0.0014 -0.0004
H 0.0002 -0.0004 -0.0008
H -0.0043 0.0002 -0.0019
H 0.0001 0.0002 -0.0015
O -0.0175 0.5400 -0.3720
N 0.0558 -0.4962 0.2673
C -0.0379 -0.0134 -0.0093
N -0.0177 0.0232 0.0956
C -0.0146 -0.0359 -0.0085
P -0.1142 -0.0336 0.0600
O 0.1088 -0.2050 -0.1130
N 0.0185 0.0299 0.0606
C 0.0002 -0.0141 -0.0409
C -0.0156 -0.0404 0.0036
N 0.0327 0.0182 -0.0097
C -0.0002 0.0078 0.0201
C -0.0217 -0.0019 -0.0083
H -0.0085 -0.0122 0.0117
H 0.0039 -0.0067 -0.0148
H 0.0225 0.0124 0.0109
H -0.0099 0.0049 -0.0033
H 0.0089 -0.0042 0.0033
H -0.0181 0.0138 -0.0131
H 0.0398 -0.0004 0.0347
H 0.0015 -0.0048 -0.0038
H 0.0044 -0.0041 0.0057
H -0.0111 0.0214 0.0039
H 0.0085 -0.0034 -0.0117
H -0.0101 0.0039 -0.0008
H 0.0027 0.0020 -0.0049
H 0.0021 -0.0006 -0.0004
H 0.0015 -0.0046 -0.0005
H 0.0053 -0.0006 0.0031
H 0.0006 -0.0021 -0.0061
H -0.0003 0.0036 -0.0023
O 0.1017 0.0160 0.0278
N -0.2765 0.0009 -0.0731
O 0.1051 -0.0143 0.0148
C 0.0778 0.0122 0.0617
C -0.0350 -0.0457 -0.0109
C -0.0428 0.0355 -0.1224
C 0.0634 0.0623 0.0409
O -0.2203 -0.1051 -0.0002
C 0.0101 -0.0524 0.0101
C 0.0066 0.0003 -0.0280
N -0.0311 0.0255 0.0392
O -0.0714 0.0049 -0.0360
O 0.1021 0.0775 -0.1015
N 0.1902 0.0283 0.3026
O -0.0216 -0.0186 -0.0939
O -0.0737 -0.0299 -0.1555
H 0.0056 0.0062 -0.0067
H 0.0022 -0.0005 0.0014